Record 1
The following is a quantum chemistry calculation of CH2Cl2 in the gas phase, from the OMol25 dataset.

Calculated values
Highest occupied orbital energy = -11.1 eV
Electronic energy = -26114.1940 eV
Relative energy (zero: lowest compared OMol25 entry of this formula, charge and spin) = 4.0 kJ/mol
Kohn-Sham gap = 12.076 eV
LUMO energy = 0.98 eV

Geometry as XYZ:
```
5
Properties=species:S:1:pos:R:3:mulliken_charge:R:1
Cl 0.47 1.25 -0.99 -0.149
C 0.02 -0.01 0.17 -0.221
Cl -0.99 -1.24 -0.63 -0.140
H 0.98 -0.44 0.44 0.240
H -0.48 0.44 1.01 0.269
```

***

Record 2
The following is a quantum chemistry calculation of 2 unconnected molecules or ions with the total composition C4H10S, from the OMol25 dataset.

Calculated values
Highest occupied orbital energy = -8.5 eV
Electronic energy = -15144.1021 eV
Relative energy (zero: lowest compared OMol25 entry of this formula, charge and spin) = 122.1 kJ/mol
Kohn-Sham gap = 9.426 eV
LUMO energy = 0.94 eV

Geometry as XYZ:
```
15
Properties=species:S:1:pos:R:3:mulliken_charge:R:1
C -1.76 1.90 3.98 -0.390
C -1.66 1.38 2.77 -0.471
H -1.44 1.32 4.83 0.219
H -2.18 2.90 4.13 0.227
H -1.32 0.35 2.68 0.173
H -1.93 1.78 1.80 0.242
C 1.17 -1.94 -3.35 -0.780
S 1.40 -0.20 -2.95 -0.063
C 1.12 -0.18 -1.17 -0.849
H 0.48 -2.48 -2.70 0.264
H 2.10 -2.50 -3.19 0.265
H 0.88 -1.97 -4.40 0.280
H 0.11 -0.50 -0.91 0.280
H 1.88 -0.72 -0.61 0.315
H 1.14 0.87 -0.90 0.287
```

***

Record 3
The following is a quantum chemistry calculation of C21H23BrN4O4 in the gas phase, from the OMol25 dataset.

Calculated values
Highest occupied orbital energy = -8.3 eV
Electronic energy = -106341.7930 eV
Relative energy (zero: lowest compared OMol25 entry of this formula, charge and spin) = 55.3 kJ/mol
Kohn-Sham gap = 7.773 eV
LUMO energy = -0.51 eV

Geometry as XYZ:
```
53
Properties=species:S:1:pos:R:3:mulliken_charge:R:1
N -0.03 -1.94 1.93 -0.320
C -0.66 -0.86 1.43 0.295
O -1.46 -0.94 0.52 -0.564
C -0.29 0.47 2.07 -0.881
C 0.37 1.42 1.03 -0.748
N -0.50 1.58 -0.11 0.271
C -0.92 2.79 -0.53 0.747
O -0.48 3.84 -0.11 -0.689
C -1.99 2.71 -1.62 -1.245
C -3.06 1.74 -1.21 0.297
C -3.15 0.47 -1.78 -0.107
C -4.08 -0.44 -1.34 -0.540
C -4.93 -0.09 -0.31 0.109
Br -6.21 -1.35 0.32 -0.202
C -4.87 1.16 0.27 -0.608
C -3.93 2.07 -0.18 -0.283
C 1.74 0.92 0.63 0.408
C 2.89 1.60 1.04 -1.519
C 4.14 1.18 0.68 -0.274
C 4.34 0.03 -0.11 1.509
N 5.57 -0.36 -0.48 -0.276
C 6.80 0.27 -0.12 -0.112
C 7.34 -0.02 1.31 -0.703
C 8.69 -0.42 0.70 -0.421
C 8.05 -0.40 -0.70 -0.927
C 3.17 -0.68 -0.50 -1.240
N 3.21 -1.89 -1.23 1.165
O 2.17 -2.49 -1.42 -0.681
O 4.30 -2.32 -1.62 -0.779
C 1.90 -0.21 -0.13 0.050
H 0.67 -1.88 2.65 0.184
H -0.20 -2.83 1.50 0.258
H -1.22 0.94 2.41 0.386
H 0.37 0.34 2.92 0.444
H 0.48 2.41 1.48 0.669
H -1.00 0.75 -0.41 0.143
H -2.39 3.71 -1.76 0.369
H -1.51 2.39 -2.55 0.344
H -2.48 0.20 -2.58 0.326
H -4.14 -1.42 -1.78 0.451
H -5.55 1.43 1.07 0.441
H -3.87 3.05 0.27 0.447
H 2.78 2.49 1.65 0.379
H 5.00 1.73 1.02 0.368
H 5.61 -1.23 -1.02 0.304
H 6.75 1.34 -0.34 0.442
H 7.35 0.83 1.99 0.316
H 6.81 -0.85 1.78 0.278
H 9.08 -1.38 1.02 0.299
H 9.45 0.34 0.83 0.229
H 7.84 -1.40 -1.09 0.240
H 8.58 0.17 -1.46 0.299
H 1.05 -0.77 -0.49 0.655
```

***

Record 4
The following is a quantum chemistry calculation of 2 unconnected molecules or ions with the total composition C3H9O, from the OMol25 dataset.

Calculated values
Highest occupied orbital energy = -2.3 eV
Electronic energy = -5303.7281 eV
Relative energy (zero: lowest compared OMol25 entry of this formula, charge and spin) = 16.1 kJ/mol
Total charge = -1
Kohn-Sham gap = 6.472 eV
LUMO energy = 4.21 eV

Geometry as XYZ:
```
13
Properties=species:S:1:pos:R:3:mulliken_charge:R:1
O 0.80 2.73 -0.09 -1.120
H 1.73 2.94 0.08 0.122
C -0.65 0.26 0.95 -1.057
C -0.34 -0.19 -0.47 -0.119
C 0.21 -1.61 -0.60 -1.159
H -0.07 -0.25 1.73 0.289
H -1.72 0.11 1.18 0.244
H -0.42 1.31 1.07 0.321
H 0.47 0.47 -0.80 0.220
H -1.18 0.09 -1.11 0.313
H 0.46 -1.82 -1.64 0.322
H 1.15 -1.63 -0.07 0.312
H -0.45 -2.41 -0.25 0.311
```

***

Record 5
The following is a quantum chemistry calculation of a molecular structure, C44H35ClN3O6PY, from the OMol25 dataset.

Calculated values
Highest occupied orbital energy = -3.9 eV
Electronic energy = -85811.5377 eV
Total charge = -1
Kohn-Sham gap = 5.893 eV
LUMO energy = 1.98 eV

Geometry as XYZ:
```
91
Properties=species:S:1:pos:R:3:mulliken_charge:R:1
Y 1.61 0.64 0.87 -0.028
O 4.51 -1.81 -1.35 -0.777
C 3.70 -1.00 -0.91 0.371
O 2.94 -1.10 0.13 -0.574
C 3.50 0.30 -1.69 0.406
C 3.96 0.51 -2.97 -0.932
C 3.61 1.69 -3.61 -0.332
C 2.79 2.62 -2.98 -0.671
C 2.37 2.33 -1.69 0.502
N 2.76 1.22 -1.08 0.384
C 1.37 3.21 -0.92 0.307
O 0.99 4.24 -1.45 -0.802
O 1.03 2.73 0.23 -0.609
H 4.58 -0.25 -3.44 0.584
H 3.97 1.89 -4.62 0.413
H 2.45 3.53 -3.45 0.551
O 0.00 -0.42 1.68 -0.264
C 0.12 0.21 2.78 -0.194
C -1.21 0.60 3.34 0.660
C -1.40 0.59 4.72 -0.796
C -2.59 1.05 5.27 -0.568
C -3.56 1.59 4.43 -0.735
C -3.35 1.65 3.06 -0.758
C -2.20 1.13 2.47 -0.416
P -1.87 1.16 0.64 2.265
C -2.82 -0.31 0.08 0.499
C -2.99 -1.44 0.89 -0.822
C -3.54 -2.62 0.38 -0.486
C -3.94 -2.69 -0.95 -0.717
C -3.79 -1.57 -1.76 -0.694
C -3.24 -0.40 -1.25 -0.600
C -2.99 2.53 0.08 0.016
C -2.37 3.79 0.01 -0.600
C -3.09 4.92 -0.36 -0.708
C -4.44 4.81 -0.68 -0.472
C -5.06 3.57 -0.62 -0.692
C -4.35 2.44 -0.24 -0.076
H -0.60 0.21 5.35 0.532
H -2.75 0.99 6.34 0.369
H -4.48 1.98 4.86 0.412
H -4.12 2.10 2.43 0.370
H -2.69 -1.40 1.93 0.268
H -3.64 -3.48 1.02 0.426
H -4.36 -3.60 -1.35 0.394
H -4.12 -1.60 -2.80 0.450
H -3.11 0.46 -1.91 0.505
H -1.30 3.87 0.22 0.195
H -2.59 5.88 -0.41 0.436
H -5.00 5.69 -0.97 0.370
H -6.12 3.48 -0.86 0.401
H -4.85 1.49 -0.19 0.410
Cl 4.72 -1.17 7.44 -0.287
C 4.34 -0.39 5.90 0.359
C 4.82 -0.93 4.72 -0.851
C 4.52 -0.31 3.51 -0.191
C 3.73 0.84 3.44 0.878
C 3.43 1.50 2.15 -1.797
C 3.27 1.36 4.66 -0.108
C 3.56 0.75 5.87 -0.757
H 5.43 -1.83 4.74 0.395
H 4.89 -0.75 2.58 0.354
H 4.28 1.41 1.47 0.454
H 3.20 2.56 2.29 0.468
H 2.65 2.25 4.65 0.309
H 3.19 1.17 6.80 0.388
C -0.64 -3.46 -4.17 -1.127
N -0.24 -2.11 -3.79 -0.078
N 0.12 -1.80 -2.49 1.383
C 0.05 -0.44 -2.31 -1.149
O 0.36 0.13 -1.26 1.928
C -0.41 0.09 -3.56 -1.180
C -0.60 -0.96 -4.41 0.872
C -1.12 -0.99 -5.80 -1.733
C 0.70 -2.75 -1.59 -1.314
C 0.20 -2.83 -0.31 0.417
C 0.80 -3.68 0.60 -0.696
C 1.88 -4.47 0.21 -0.664
C 2.37 -4.39 -1.09 -0.643
C 1.78 -3.52 -2.00 0.446
H -0.35 -4.15 -3.39 0.437
H -0.15 -3.75 -5.10 0.345
H -1.72 -3.53 -4.31 0.325
H -0.56 1.14 -3.77 0.559
H -1.37 0.02 -6.12 0.411
H -2.02 -1.60 -5.87 0.335
H -0.38 -1.40 -6.49 0.301
H -0.64 -2.21 -0.03 0.397
H 0.43 -3.73 1.61 0.428
H 2.37 -5.12 0.93 0.385
H 3.23 -4.97 -1.39 0.379
H 2.19 -3.41 -3.00 0.451
```

***

Record 6
The following is a quantum chemistry calculation of 2 unconnected molecules or ions with the total composition C2H3NO2, from the OMol25 dataset.

Calculated values
Highest occupied orbital energy = -10.1 eV
Electronic energy = -7703.1093 eV
Relative energy (zero: lowest compared OMol25 entry of this formula, charge and spin) = 456.7 kJ/mol
Kohn-Sham gap = 10.736 eV
LUMO energy = 0.63 eV

Geometry as XYZ:
```
8
Properties=species:S:1:pos:R:3:mulliken_charge:R:1
C 0.81 1.08 0.13 -0.229
N 1.53 0.32 -0.34 0.480
O 2.07 -0.65 -0.71 -0.600
H 0.25 1.97 0.23 0.379
C -1.20 -0.68 0.15 -0.143
O -1.88 0.09 -0.45 -0.382
H -1.14 -0.61 1.35 0.267
H -0.43 -1.51 -0.35 0.227
```